Below is a structure of composition C32H24F5NOP2PdS3 at a distorted geometry, with properties calculated with ωB97M-V/def2-TZVPD.

## Properties
Orbital gap (spin up / spin down): 5.009 / 4.660 eV
Charge: +2
LUMO energy (spin up / spin down): -9.2 / -9.4 eV

Last column: Löwdin charge in e.
Cartesian coordinates (Å):
Pd  -0.71022  -0.99802  -1.24023  0.219
N  0.52192  1.01045  0.53411  -0.342
P  0.23161  -0.62400  0.89968  0.913
C  1.81002  -1.50490  0.99279  -0.355
C  1.74214  -2.89329  0.84785  -0.104
C  2.86774  -3.66817  1.07162  -0.051
C  4.07032  -3.05587  1.40547  -0.046
C  4.14465  -1.67423  1.52156  -0.055
C  3.01917  -0.89219  1.30907  -0.084
C  -0.39975  -0.67037  2.58894  -0.338
C  -1.50825  -1.44441  2.91446  -0.083
C  -1.93230  -1.49714  4.23407  -0.047
C  -1.25715  -0.77347  5.20535  -0.040
C  -0.14444  -0.00879  4.87456  -0.047
C  0.29434  0.04512  3.56363  -0.083
P  -0.49354  1.48479  -0.74436  0.958
C  -2.08885  2.01776  -0.05078  -0.361
C  -2.15110  2.77591  1.11515  -0.074
C  -3.38856  3.20389  1.56673  -0.052
C  -4.54689  2.87591  0.87482  -0.045
C  -4.47677  2.14556  -0.30240  -0.052
C  -3.24331  1.71263  -0.76320  -0.137
C  0.20235  2.97130  -1.45566  -0.353
C  1.32276  3.64203  -0.97559  -0.074
C  1.72296  4.81153  -1.59970  -0.050
C  1.04551  5.28436  -2.71712  -0.034
C  -0.05681  4.59698  -3.21274  -0.044
C  -0.47922  3.44224  -2.58456  -0.082
H  0.92008  1.67909  1.18478  0.067
H  0.80211  -3.36244  0.58040  0.066
H  2.81271  -4.74515  0.99215  0.124
H  4.95124  -3.65856  1.57925  0.123
H  5.07601  -1.19688  1.79570  0.121
H  3.07642  0.18517  1.41018  0.106
H  -2.02201  -2.00784  2.14621  0.062
H  -2.78648  -2.10184  4.50555  0.119
H  -1.59006  -0.80853  6.23346  0.121
H  0.38788  0.54250  5.63748  0.120
H  1.18183  0.61243  3.30683  0.104
H  -1.25012  3.04077  1.65491  0.109
H  -3.44842  3.79921  2.46768  0.118
H  -5.50671  3.20339  1.25012  0.119
H  -5.37274  1.90689  -0.85870  0.116
H  -3.16695  1.15313  -1.68441  0.029
H  1.87963  3.27306  -0.12356  0.100
H  2.57274  5.35839  -1.21524  0.119
H  1.38059  6.18918  -3.20488  0.121
H  -0.57528  4.95647  -4.09030  0.120
H  -1.33035  2.88771  -2.96351  0.110
F  6.05476  -1.20865  -1.77283  0.212
C  4.81069  -1.46302  -2.07839  -0.095
C  3.90747  -0.41563  -2.25716  -0.129
F  4.29635  0.84558  -2.14693  0.161
C  2.59123  -0.70326  -2.51504  -0.226
F  1.74665  0.30577  -2.68416  0.083
C  2.09949  -2.02209  -2.56769  -0.477
S  0.43257  -2.40078  -2.81787  0.880
C  3.04559  -3.05385  -2.41703  -0.229
F  2.63373  -4.30208  -2.43707  0.144
C  4.38016  -2.78129  -2.19052  -0.131
F  5.24347  -3.76451  -2.03026  0.174
C  -5.51480  -2.91961  -1.79934  -0.029
O  -4.33410  -3.40482  -1.12749  -0.135
C  -3.21570  -2.77133  -1.22876  -1.240
S  -2.98525  -1.38546  -2.17332  0.703
S  -1.87462  -3.34323  -0.37540  0.782
H  -6.26294  -3.69554  -1.67934  0.111
H  -5.31156  -2.73883  -2.85409  0.089
H  -5.85369  -1.99917  -1.32493  0.103

Forces on the atoms, in the same order (eV/Å):
-1.4 -0.6 1.3
0.2 0.3 0.0
1.2 0.4 -0.7
-0.2 0.0 -0.1
0.0 0.1 0.1
0.1 0.0 -0.1
0.0 0.0 0.0
0.1 0.1 0.0
-0.2 0.0 0.0
-0.5 -0.3 -0.5
0.1 0.0 0.0
0.0 0.0 0.1
0.0 0.0 0.0
0.1 0.1 -0.1
0.0 -0.1 -0.1
-0.4 -0.9 1.0
0.3 -0.3 -0.4
-0.1 0.0 -0.1
0.1 0.0 0.2
-0.1 0.0 -0.1
0.0 0.0 0.0
0.1 0.1 0.0
0.0 -0.4 -0.7
0.0 -0.2 0.1
0.0 0.1 0.0
0.0 -0.1 0.1
0.0 0.0 0.0
0.1 -0.1 0.1
-0.1 0.0 0.1
0.0 -0.1 0.0
0.0 0.0 0.0
0.0 0.0 0.0
0.0 0.0 0.0
0.1 0.0 0.0
-0.1 0.0 0.0
0.0 0.0 0.0
0.0 0.0 0.0
0.0 0.0 0.0
0.0 0.0 0.1
0.0 0.0 0.1
0.0 0.0 0.0
0.0 0.0 0.0
0.0 0.0 0.0
-0.1 0.0 0.0
0.0 0.0 0.0
0.0 0.0 0.0
0.0 0.0 0.0
0.0 0.0 0.0
-0.1 0.1 -0.1
-0.1 0.0 -0.1
0.0 0.0 0.1
-0.3 0.3 -0.1
0.1 -0.1 0.0
-0.2 0.4 0.0
0.2 0.0 0.0
-1.1 -0.3 -0.3
1.0 0.6 0.6
0.2 -0.2 0.3
0.2 0.0 0.0
-0.2 -0.4 0.0
0.1 0.0 0.1
-0.4 0.2 -0.2
0.3 -0.2 0.3
-0.4 0.7 -0.7
-0.1 -0.2 -0.2
1.1 0.9 -0.4
0.1 0.0 0.0
0.1 -0.1 0.0
0.1 0.0 0.0

Below is a structure of composition C32H24HgN5P2Se2 at a distorted geometry, with properties calculated with ωB97M-V/def2-TZVPD.

## Properties
Orbital gap (spin up / spin down): 7.344 / 5.342 eV
2S+1: 2
LUMO energy (spin up / spin down): -0.5 / -2.5 eV

Last column: Löwdin spin population.
Cartesian coordinates (Å):
Hg  -2.12077  -3.83131  0.47487  0.034
Se  -0.53032  2.62822  0.10959  0.000
P  0.84883  1.30744  0.94560  0.000
C  2.34039  1.14405  -0.14791  0.000
C  2.60340  2.17698  -1.05933  0.000
C  3.79532  2.18295  -1.77256  0.000
C  4.73873  1.17734  -1.56524  0.000
C  4.54064  0.20379  -0.56680  0.000
C  3.31182  0.18188  0.08915  0.000
C  1.50234  2.04227  2.48040  0.000
C  2.40955  1.27249  3.15320  0.000
C  3.03111  1.82371  4.26754  0.000
C  2.71707  3.08843  4.74816  0.000
C  1.83992  3.84602  4.00636  0.000
C  1.21537  3.35016  2.82601  0.000
C  0.29391  -0.36851  1.36403  0.000
C  -0.32101  -1.40384  0.53874  0.000
N  -0.71955  -2.33103  1.42298  -0.005
N  -0.47089  -1.95451  2.64435  0.000
N  0.10364  -0.81588  2.61485  0.000
P  -0.46367  -2.00839  -1.15804  0.008
Se  -3.68917  -5.37189  -0.64134  0.959
C  -1.38436  -0.67643  -2.03158  0.001
C  -2.27633  0.20926  -1.39493  0.001
C  -3.19220  1.01208  -2.06195  0.000
C  -3.30097  0.88454  -3.43825  0.001
C  -2.58171  -0.10656  -4.06622  0.000
C  -1.55799  -0.79885  -3.42237  0.000
C  1.20653  -2.00482  -1.88956  0.002
C  1.66819  -1.10638  -2.84402  0.001
C  2.96983  -1.26423  -3.40214  0.000
C  3.78412  -2.26418  -2.98675  0.000
C  3.33576  -3.17596  -2.00209  0.000
C  2.04976  -3.06041  -1.50714  0.000
H  1.88235  2.98259  -1.13544  0.000
H  3.87094  2.98934  -2.52101  0.000
H  5.64000  1.14116  -2.14246  0.000
H  5.26055  -0.57131  -0.30434  0.000
H  3.10609  -0.66840  0.74976  0.000
H  2.61689  0.27319  2.75358  0.000
H  3.77489  1.19685  4.74949  0.000
H  3.18457  3.34910  5.67817  0.000
H  1.63555  4.81756  4.33695  0.000
H  0.56034  4.00020  2.24538  0.000
H  -2.18548  0.22473  -0.35617  0.000
H  -3.86386  1.68321  -1.53304  0.000
H  -3.98549  1.56801  -3.93761  0.000
H  -2.79430  -0.27930  -5.07800  0.000
H  -1.04375  -1.65746  -4.00954  0.000
H  1.01824  -0.27142  -3.09087  0.000
H  3.39158  -0.59447  -4.14816  0.000
H  4.80350  -2.45371  -3.31587  0.000
H  4.00808  -3.98372  -1.65259  0.000
H  1.75031  -3.67406  -0.63581  0.000
N  -5.07725  0.70775  4.91929  0.000
C  -4.94068  0.38185  3.83829  0.000
C  -4.85768  -0.14739  2.47196  0.000
C  -5.82057  0.24542  1.51461  0.000
C  -5.79695  -0.44555  0.34088  0.000
C  -4.80165  -1.35357  0.06699  0.000
N  -3.88304  -1.68435  0.95915  0.000
C  -3.93064  -1.14548  2.15495  0.000
H  -6.62198  0.93159  1.68663  0.000
H  -6.66132  -0.25211  -0.32055  0.000
H  -4.74145  -1.87226  -0.91211  -0.001
H  -3.19509  -1.42645  2.89988  0.000

Forces on the atoms, in the same order (eV/Å):
0.2 0.6 0.0
-0.6 0.1 -0.3
0.5 0.3 -0.3
-0.2 0.5 0.3
0.0 -0.5 0.7
-0.6 0.1 -0.4
0.0 -0.2 0.8
-0.7 0.5 -0.5
0.1 -0.8 0.1
-0.8 -0.1 -1.4
0.7 0.0 0.7
0.4 -1.3 -0.1
0.1 -1.3 -0.7
-0.5 -0.7 -1.1
0.9 0.5 1.6
-1.5 -1.8 -1.6
1.6 1.4 0.4
-1.0 -1.1 -1.4
-0.7 -1.0 1.0
1.2 2.1 1.1
-0.4 1.2 -0.2
0.3 0.2 0.3
-1.0 0.0 -1.0
0.8 -0.6 -0.6
0.3 -0.3 -0.1
-0.5 0.5 0.9
1.0 0.5 0.3
-0.1 -2.1 -0.7
0.5 -0.2 -0.3
0.5 0.0 -0.1
-1.0 1.0 -0.2
0.4 -2.1 1.4
0.1 -0.1 -0.3
0.2 -0.1 1.3
0.0 -0.1 -0.3
0.5 -0.6 0.4
0.4 0.1 -0.2
0.0 0.3 -0.4
0.0 0.4 0.0
0.2 0.4 0.6
-0.1 0.2 0.3
0.0 0.7 0.1
-0.5 1.4 0.3
0.1 -0.4 0.1
-0.2 0.4 1.6
0.4 0.0 0.1
0.0 -0.5 -0.3
0.1 -0.3 -1.4
-0.7 1.7 1.1
0.3 0.0 -0.3
-0.5 0.2 0.1
-0.2 0.5 -0.4
-0.5 0.6 -0.2
0.0 0.0 -0.8
-0.1 0.5 1.3
0.3 -0.9 -2.2
-0.7 0.7 0.7
1.1 -1.1 1.2
-1.5 0.5 -1.3
0.0 -0.8 -1.0
0.5 -0.8 -0.4
-0.2 1.3 0.8
-0.1 0.4 0.5
1.0 -0.3 -0.1
-0.1 0.4 0.7
0.1 -0.2 -0.1

Below is a cluster of 3 separate species, C32H24NO6 in total at a distorted geometry, with properties calculated with ωB97M-V/def2-TZVPD.

## Properties
Orbital gap: 1.899 eV
Charge: -1
LUMO energy: 0.4 eV

Last column: Löwdin charge in e.
Cartesian coordinates (Å):
N  -0.99989  3.28464  -4.23189  -0.260
C  -0.27469  2.16752  -3.46066  -0.480
C  -1.26788  1.45332  -2.34310  -0.235
C  -0.54405  0.26764  -1.46580  -0.126
C  0.50224  1.04694  -0.42379  -0.256
O  1.71012  1.50248  -0.82893  -0.037
O  0.04322  1.25641  0.96987  -0.068
H  -1.99693  2.95295  -4.35672  -0.142
H  0.56492  2.72031  -2.83694  0.076
H  0.27437  1.40583  -4.16291  0.069
H  -2.29905  1.11323  -2.83629  0.102
H  -1.53756  2.31855  -1.56852  0.099
H  -1.39283  -0.25253  -0.83579  0.090
H  0.08239  -0.49729  -2.09205  0.122
H  -0.67328  1.97212  0.94418  0.132
C  9.08008  4.04909  3.51684  -0.071
C  8.87160  4.28636  2.15844  -0.067
C  7.71214  3.81871  1.53779  0.005
C  6.76309  3.10052  2.27535  -0.083
C  6.98324  2.84215  3.62772  -0.086
C  8.13917  3.32759  4.25292  -0.002
C  6.01289  2.04319  4.40370  -0.284
O  6.20379  1.81880  5.59258  0.082
C  4.81446  1.51158  3.72454  -0.097
C  3.91566  0.70413  4.43379  -0.006
C  2.77281  0.20822  3.80270  -0.055
C  2.51995  0.52394  2.46806  -0.043
C  3.41647  1.32346  1.75752  0.029
C  4.57108  1.81007  2.38474  -0.079
C  5.53123  2.62520  1.61465  -0.275
O  5.31209  2.89930  0.44032  0.113
H  9.97931  4.42145  4.00270  0.102
H  9.61102  4.83775  1.58189  0.104
H  7.55364  4.01221  0.47815  0.122
H  8.31128  3.14148  5.31159  0.117
H  4.10405  0.45553  5.47701  0.115
H  2.07893  -0.42288  4.35380  0.104
H  1.62609  0.14375  1.97827  0.089
H  3.21493  1.56172  0.71445  0.095
C  -7.71234  -0.22130  -1.82052  -0.061
C  -6.48405  0.37279  -1.53181  -0.050
C  -5.33205  -0.41081  -1.44729  0.016
C  -5.41034  -1.79541  -1.64017  -0.081
C  -6.64235  -2.39243  -1.90449  -0.089
C  -7.79455  -1.60202  -2.00642  0.000
C  -6.74473  -3.85778  -2.06054  -0.282
O  -7.82601  -4.38264  -2.29627  0.088
C  -5.52753  -4.68161  -1.91979  -0.087
C  -5.61980  -6.07681  -2.00786  0.001
C  -4.47147  -6.86267  -1.88921  -0.065
C  -3.22986  -6.25893  -1.69224  -0.062
C  -3.13579  -4.86961  -1.59852  0.009
C  -4.28873  -4.08019  -1.70283  -0.081
C  -4.18377  -2.61398  -1.56659  -0.270
O  -3.09358  -2.08287  -1.38884  0.095
H  -8.60866  0.39051  -1.89551  0.105
H  -6.42213  1.44730  -1.37437  0.111
H  -4.37573  0.06057  -1.22669  0.118
H  -8.75764  -2.05947  -2.22601  0.118
H  -6.58492  -6.55592  -2.16472  0.119
H  -4.54613  -7.94612  -1.95266  0.104
H  -2.33419  -6.87042  -1.60701  0.106
H  -2.16373  -4.40562  -1.43980  0.123

Forces on the atoms, in the same order (eV/Å):
0.0 -2.0 1.3
-0.8 1.9 0.1
0.5 0.8 0.0
0.0 0.7 1.3
4.5 1.7 -2.7
-7.9 -3.1 3.2
-0.3 1.2 -2.9
1.2 0.1 0.0
-1.4 -1.3 -1.2
-1.0 0.6 1.3
2.3 0.4 1.0
0.4 -1.7 -1.7
2.0 0.8 -1.1
-1.2 1.6 1.1
1.3 -1.5 -0.2
-0.3 -0.2 0.1
-0.4 -0.2 -0.1
0.3 0.1 0.1
0.7 0.3 0.1
0.6 0.4 -0.1
0.2 0.2 -0.2
-0.1 -0.4 1.2
0.0 0.2 -0.5
-0.4 -0.3 0.1
-0.3 -0.1 -0.1
0.4 0.2 0.0
0.3 0.0 0.0
0.0 -0.1 0.1
-0.6 -0.4 0.0
-0.6 0.2 -1.6
0.3 -0.1 0.9
-0.2 -0.1 -0.1
-0.1 -0.1 0.1
-0.2 -0.1 0.3
-0.2 -0.1 -0.3
0.1 0.2 -0.3
0.1 0.1 -0.1
0.3 0.2 0.2
0.1 0.0 0.3
0.1 -0.4 0.0
0.2 -0.3 0.0
-0.2 0.2 0.0
-0.3 0.5 0.1
-0.3 0.5 0.0
0.0 0.3 0.1
-1.2 -0.4 -0.3
0.5 0.2 0.1
0.3 -0.6 0.0
0.3 -0.2 0.0
-0.3 0.3 0.0
-0.1 0.4 0.0
0.0 -0.3 0.0
0.3 -0.6 0.0
1.4 0.8 0.2
-0.8 -0.4 -0.1
0.2 -0.1 0.0
0.0 -0.2 -0.1
-0.1 -0.2 -0.1
0.3 -0.1 0.1
0.2 0.3 0.0
0.0 0.2 0.0
-0.2 0.1 0.0
-0.3 0.1 0.0